(1)
Entry from OMol25: a cluster of 2 separate species, C4H10N2O2 in total in a non-equilibrium geometry (ωB97M-V with the def2-TZVPD basis set).

XYZ file:
```
18
C4H10N2O2 (ωB97M-V with the def2-TZVPD basis set)
C 0.282 0.125 -2.431
C 1.516 0.286 -1.568
O 1.702 0.863 -0.453
N 2.726 -0.001 -2.216
H -0.611 0.026 -1.783
H 0.462 -0.638 -3.131
H 3.577 0.313 -1.711
H 2.877 -0.685 -2.794
H 0.395 1.138 -3.074
C -2.034 0.037 1.114
C -1.802 -0.329 2.618
O -2.570 -0.889 3.357
N -0.499 -0.173 3.127
H -1.992 -0.843 0.544
H -1.076 0.527 0.873
H -0.233 -0.458 3.991
H 0.273 0.101 2.479
H -2.993 0.601 1.058
```

Output
LUMO	0.6	eV
orbital gap	10.081	eV
SMILES	CC(N)=O.CC(N)=O
HOMO	-9.50	eV

---

(2)
Entry from OMol25: a cluster of 2 separate species, C4H10N2O2 in total in a non-equilibrium geometry (ωB97M-V with the def2-TZVPD basis set).

XYZ file:
```
18
C4H10N2O2 (ωB97M-V with the def2-TZVPD basis set)
C 2.898 -1.007 -0.938
C 1.864 -2.100 -1.119
O 2.022 -3.211 -1.509
N 0.558 -1.417 -0.987
H -0.196 -2.119 -1.031
H 0.477 -0.512 -0.579
H 2.486 -0.074 -0.509
H 3.451 -0.865 -1.832
H 3.698 -1.117 -0.132
C -1.988 1.955 0.028
C -1.436 1.077 1.068
O -0.217 0.712 0.962
N -2.206 0.777 2.196
H -2.623 2.807 0.440
H -2.588 1.408 -0.664
H -1.955 0.102 2.892
H -3.081 1.136 2.301
H -1.165 2.446 -0.587
```

Output
LUMO	0.6	eV
orbital gap	10.087	eV
SMILES	CC(N)=O.CC(N)=O
HOMO	-9.52	eV

---

(3)
Entry from OMol25: a cluster of 2 separate species, C4H10N2O2 in total in a non-equilibrium geometry (ωB97M-V with the def2-TZVPD basis set).

XYZ file:
```
18
C4H10N2O2 (ωB97M-V with the def2-TZVPD basis set)
C 1.234 -0.636 0.884
C 2.289 -1.036 -0.134
H 1.850 -1.071 -1.131
H 1.662 -0.502 1.875
H 0.431 -1.368 0.960
H 0.712 0.272 0.401
H 3.078 -0.287 -0.172
H 2.704 -2.016 0.096
C -1.049 1.218 0.271
C -1.519 0.003 -0.721
N -1.736 1.148 1.433
N -1.015 0.169 -1.949
O -0.607 2.236 -0.231
O -2.242 -0.898 -0.349
H -2.277 0.312 1.601
H -1.944 1.999 1.929
H -1.110 -0.543 -2.655
H -0.461 0.998 -2.108
```

Output
LUMO	0.8	eV
orbital gap	10.437	eV
SMILES	NC(=O)C(N)=O.CC
HOMO	-9.60	eV

---

(4)
Entry from OMol25: a cluster of 2 separate species, C4H10N2O2 in total in a non-equilibrium geometry (ωB97M-V with the def2-TZVPD basis set).

XYZ file:
```
18
C4H10N2O2 (ωB97M-V with the def2-TZVPD basis set)
C 0.895 2.712 -1.722
C 0.469 1.317 -2.156
O 1.266 0.433 -2.391
N -0.874 1.140 -2.331
H 1.146 3.218 -2.653
H 1.775 2.597 -1.097
H -1.181 0.237 -2.661
H -1.537 1.855 -2.087
H 0.091 3.276 -1.257
C -0.009 -0.996 2.639
C -0.779 -1.882 1.676
O -1.825 -1.610 1.146
N -0.077 -3.039 1.393
H 0.900 -1.445 3.038
H -0.614 -0.543 3.422
H -0.597 -3.728 0.869
H 0.555 -3.369 2.099
H 0.398 -0.173 2.074
```

Output
LUMO	0.8	eV
orbital gap	10.487	eV
SMILES	CC(N)=O.CC(N)=O
HOMO	-9.69	eV

---

(5)
Entry from OMol25: a cluster of 2 separate species, C4H10N2O2 in total in a non-equilibrium geometry (ωB97M-V with the def2-TZVPD basis set).

XYZ file:
```
18
C4H10N2O2 (ωB97M-V with the def2-TZVPD basis set)
C 0.950 1.871 -0.372
C 0.529 2.530 0.912
O 0.444 3.720 1.065
N 0.364 1.690 2.001
H 0.074 2.119 2.853
H 0.207 0.714 1.836
H 0.095 1.624 -1.007
H 1.616 1.011 -0.357
H 1.502 2.596 -0.975
C -1.139 -2.100 -1.684
C -0.665 -2.555 -0.296
O -0.859 -3.596 0.275
N 0.133 -1.592 0.324
H 0.124 -1.457 1.333
H 0.293 -0.650 -0.025
H -1.076 -2.921 -2.388
H -0.465 -1.313 -2.007
H -2.126 -1.689 -1.490
```

Output
LUMO	0.5	eV
orbital gap	10.708	eV
SMILES	CC(N)=O.CC(N)=O
HOMO	-10.25	eV

---

(6)
Entry from OMol25: a cluster of 4 separate species, C4H10N2O2 in total in a non-equilibrium geometry (ωB97M-V with the def2-TZVPD basis set).

XYZ file:
```
18
C4H10N2O2 (ωB97M-V with the def2-TZVPD basis set)
C -2.389 -1.005 1.548
C -0.105 -0.393 1.979
C 1.208 0.833 -1.297
C 1.543 0.371 -2.554
H -2.270 -0.078 0.705
H -2.767 -0.669 2.500
H -3.072 -1.811 1.074
H -0.221 0.469 2.781
H 0.718 -1.382 2.062
H -0.637 -0.034 -1.099
H 0.562 -0.826 -3.032
H 2.963 -0.348 -2.645
H 1.513 1.771 -3.417
H 1.516 1.988 0.103
N 0.378 -0.019 -0.487
N 1.755 1.855 -0.939
O -0.998 -1.346 1.856
O 0.304 0.623 0.862
```

Output
LUMO	0.2	eV
orbital gap	9.631	eV
HOMO	-9.45	eV

---

(7)
Entry from OMol25: the molecule C4H10N2O3 in a non-equilibrium geometry (ωB97M-V with the def2-TZVPD basis set).

XYZ file:
```
19
C4H10N2O3 (ωB97M-V with the def2-TZVPD basis set)
C 1.824 0.473 0.630
C -0.271 0.630 1.410
C -0.844 -0.441 -0.569
C -0.301 -1.908 -0.647
H 1.527 1.526 0.374
H 2.843 0.174 0.930
H 1.573 -0.149 -0.253
H 0.006 1.561 0.877
H -0.715 0.739 2.351
H -0.966 -2.585 -0.043
H -0.321 -2.112 -1.707
H 1.165 -1.414 0.723
H -1.744 1.857 -2.447
H -2.162 1.854 -0.663
N -0.969 0.269 -1.582
N -1.498 1.545 -1.515
O 0.956 -0.054 1.605
O -1.199 -0.102 0.637
O 1.095 -1.862 -0.112
```

Output
LUMO	0.9	eV
orbital gap	9.633	eV
SMILES	COCO/C(CO)=N\N
HOMO	-8.78	eV

---

(8)
Entry from OMol25: a cluster of 2 separate species, C4H10N2O3 in total in a non-equilibrium geometry (ωB97M-V with the def2-TZVPD basis set).

XYZ file:
```
19
C4H10N2O3 (ωB97M-V with the def2-TZVPD basis set)
C 0.119 -0.695 1.319
C -1.294 -0.913 -0.316
C 0.091 0.668 1.779
N 0.770 0.084 -1.734
C -0.499 0.402 -1.160
N 1.718 1.129 -1.879
O -1.500 -0.439 -1.649
O -0.398 -1.623 2.149
O -0.693 1.544 -0.663
H -0.352 -2.503 1.751
H 0.686 -0.454 -2.586
H 0.932 -1.019 0.672
H 2.197 1.244 -0.988
H 1.231 2.006 -2.055
H -1.109 -1.985 -0.379
H -2.128 -0.636 0.328
H -0.576 0.828 2.620
H 1.090 1.069 1.938
H -0.284 1.293 0.853
```

Output
LUMO	0.4	eV
orbital gap	9.272	eV
HOMO	-8.85	eV

---

- Among the records above, which one has the lowest HOMO?
  number 5

---

- LUMO of number 6 (C4H10N2O2)?
  0.2 eV

---

- Among the records above, which one has the lowest orbital gap?
  number 8

---

- Which value of orbital gap does entry 5 give?
  10.708 eV